No. 1
Formula: C15H23O3P
Source: the OMol25 dataset
Level of theory: ωB97M-V/def2-TZVPD

Computed properties:
Gap between HOMO and LUMO in Ha: 0.354
SMILES: CCCCP(=O)(CCCC)c1ccccc1C(=O)O
Net charge: 0
HOMO level in eV: -9.59
LUMO level in eV: 0.0
Energy above the lowest of the compared OMol25 structures with the same formula, charge and spin in kcal/mol: 0.7

Each line ends with the Mulliken charge.
Cartesian coordinates (Å):
P (0.193, 0.331, 0.566)  1.448
O (-0.315, 0.503, 1.936)  -0.846
O (1.277, 0.065, -2.138)  -0.561
O (3.406, -0.180, -2.731)  -0.500
C (2.536, 0.234, 1.926)  -0.851
C (2.928, 0.032, -0.429)  0.143
C (-1.913, -1.385, 0.115)  -0.154
C (-2.515, 2.383, 0.374)  -0.097
C (4.296, -0.064, -0.175)  -0.688
C (3.894, 0.138, 2.174)  -0.615
C (-1.056, 2.808, 0.231)  -1.000
C (4.778, -0.012, 1.118)  -0.563
C (-2.489, -2.726, -0.341)  -0.637
C (-0.196, 1.791, -0.510)  -0.691
C (-3.278, 2.379, -0.945)  -1.326
C (-0.421, -1.252, -0.160)  -0.826
C (2.031, 0.183, 0.634)  -0.081
C (-1.981, -3.907, 0.477)  -1.216
C (2.438, -0.022, -1.815)  0.608
H (-2.543, 1.391, 0.827)  0.114
H (-2.164, -3.740, 1.536)  0.310
H (-2.439, -0.582, -0.407)  -0.074
H (4.973, -0.181, -1.007)  0.490
H (-2.857, 1.664, -1.648)  0.301
H (-2.249, -2.882, -1.396)  0.321
H (-3.009, 3.073, 1.061)  0.373
H (4.262, 0.181, 3.189)  0.422
H (-0.914, -4.057, 0.332)  0.302
H (0.755, 2.247, -0.792)  0.497
H (5.840, -0.088, 1.301)  0.403
H (-4.319, 2.112, -0.777)  0.358
H (-0.673, 1.445, -1.425)  0.419
H (-2.084, -1.256, 1.186)  0.397
H (0.137, -2.035, 0.362)  0.424
H (-0.213, -1.314, -1.224)  0.553
H (-3.577, -2.680, -0.254)  0.359
H (-2.493, -4.820, 0.179)  0.388
H (-0.637, 2.946, 1.230)  0.324
H (3.015, -0.206, -3.618)  0.357
H (-3.248, 3.365, -1.405)  0.398
H (1.833, 0.353, 2.737)  0.528
H (-1.007, 3.767, -0.293)  0.491

***

No. 2
Formula: C15H24AuF4N5
Source: the OMol25 dataset
Level of theory: ωB97M-V/def2-TZVPD

Computed properties:
Gap between HOMO and LUMO in Ha: 0.246
Net charge: 0
HOMO level in eV: -6.47
LUMO level in eV: 0.2

Each line ends with the Mulliken charge.
Cartesian coordinates (Å):
Au (-6.496, 11.983, 6.225)  0.165
F (-7.846, 12.875, 3.542)  -0.317
F (-9.370, 14.994, 2.734)  -0.306
F (-6.008, 17.857, 4.445)  -0.326
F (-4.634, 15.835, 5.374)  -0.320
N (-9.335, 10.585, 8.962)  0.141
N (-4.500, 10.697, 5.348)  0.356
N (-8.048, 11.666, 7.371)  -0.535
N (-7.962, 9.306, 7.622)  0.321
N (-5.489, 13.079, 4.740)  -0.024
C (-4.741, 10.281, 3.975)  -1.036
C (-6.163, 14.226, 4.382)  -0.139
C (-8.121, 15.205, 3.236)  0.189
C (-7.606, 8.339, 8.706)  -1.060
C (-8.420, 10.514, 7.962)  0.677
C (-3.541, 11.803, 5.418)  -0.805
C (-7.659, 16.499, 3.456)  -0.712
C (-8.035, 8.868, 6.215)  -1.003
C (-5.748, 15.537, 4.655)  0.367
C (-6.477, 16.604, 4.194)  0.357
C (-9.574, 11.850, 9.626)  -1.365
C (-7.396, 14.137, 3.709)  0.113
C (-4.049, 13.180, 5.001)  -0.541
C (-4.107, 9.587, 6.168)  -1.013
C (-10.363, 9.536, 9.219)  -1.105
H (-3.841, 9.829, 3.529)  0.372
H (-4.880, 8.800, 6.167)  0.187
H (-10.047, 11.597, 10.556)  0.354
H (-6.756, 7.777, 8.351)  0.339
H (-4.939, 11.182, 3.366)  0.248
H (-7.079, 8.604, 5.765)  0.099
H (-8.612, 12.338, 9.808)  0.496
H (-7.338, 8.947, 9.597)  0.333
H (-8.539, 12.499, 7.763)  0.242
H (-3.145, 11.953, 6.448)  0.328
H (-3.873, 9.934, 7.176)  0.300
H (-10.274, 9.048, 10.197)  0.284
H (-8.537, 9.619, 5.609)  0.412
H (-3.181, 9.171, 5.755)  0.391
H (-10.256, 8.782, 8.435)  0.381
H (-8.604, 7.905, 6.183)  0.339
H (-10.295, 12.454, 9.040)  0.357
H (-5.521, 9.493, 3.924)  0.246
H (-8.416, 7.642, 8.904)  0.330
H (-3.499, 13.479, 4.110)  0.333
H (-11.387, 9.980, 9.107)  0.397
H (-8.231, 17.346, 3.135)  0.473
H (-2.679, 11.584, 4.797)  0.356
H (-3.787, 13.904, 5.810)  0.322

***

No. 3
Formula: C15H24BrO5P
Source: the OMol25 dataset
Level of theory: ωB97M-V/def2-TZVPD

Computed properties:
Gap between HOMO and LUMO in Ha: 0.289
SMILES: CCCCCC1=C(P(O)Br)C(=O)C=CC1=O.COCCOC
Net charge: 0
HOMO level in eV: -9.03
LUMO level in eV: -1.2

Each line ends with the Mulliken charge.
Cartesian coordinates (Å):
Br (0.270, 4.162, -0.505)  -0.278
P (1.194, 2.590, 0.801)  0.500
O (-1.939, -1.303, -3.134)  -0.437
O (-0.606, -2.039, 2.299)  -0.542
O (-4.779, -1.642, -2.428)  -0.389
O (-1.814, 1.860, -0.403)  -0.527
O (1.329, 3.348, 2.291)  -0.464
C (1.623, -0.173, 2.352)  -1.211
C (-2.611, 0.685, 1.435)  -0.363
C (-0.851, -0.898, 2.077)  0.136
C (6.359, 1.175, 1.653)  -1.203
C (0.231, 0.147, 1.799)  -0.284
C (-3.720, -2.464, -1.957)  -0.635
C (3.920, 0.640, 1.685)  -0.451
C (-1.505, 1.337, 0.624)  0.086
C (-2.279, -0.399, 2.103)  -0.479
C (5.212, 0.459, 0.860)  -0.479
C (-2.210, 0.061, -3.428)  -0.617
C (-2.418, -1.694, -1.856)  0.107
C (-0.068, 1.251, 1.119)  1.148
C (2.746, -0.255, 1.239)  -0.626
C (-5.062, -1.844, -3.802)  -0.732
H (-3.063, -0.899, 2.673)  0.422
H (-1.658, -2.348, -1.415)  0.375
H (4.180, 0.331, 2.716)  0.295
H (-2.031, 0.218, -4.491)  0.273
H (-1.534, 0.704, -2.857)  0.219
H (6.435, 0.638, 2.611)  0.307
H (5.126, 0.844, -0.165)  0.350
H (3.037, -1.294, 1.049)  0.511
H (-3.599, -3.345, -2.596)  0.332
H (-4.154, -1.837, -4.410)  0.333
H (2.315, 0.137, 0.304)  0.346
H (-2.534, -0.823, -1.202)  -0.068
H (7.307, 1.193, 1.108)  0.373
H (3.657, 1.705, 1.744)  0.208
H (-5.587, -2.796, -3.941)  0.314
H (-4.004, -2.809, -0.957)  0.392
H (1.561, -1.190, 2.767)  0.342
H (5.991, 2.179, 1.914)  0.305
H (1.911, 0.536, 3.138)  0.512
H (5.517, -0.599, 0.800)  0.287
H (-5.711, -1.035, -4.135)  0.243
H (0.687, 4.079, 2.291)  0.305
H (-3.245, 0.325, -3.203)  0.316
H (-3.625, 1.082, 1.432)  0.445

***

No. 4
Formula: C15H24Cl2CoNO2P
Source: the OMol25 dataset
Level of theory: ωB97M-V/def2-TZVPD

Computed properties:
2S+1: 4
Gap between HOMO and LUMO (alpha / beta) in Ha: 0.206 / 0.231
Net charge: 0
HOMO level (alpha / beta) in eV: -7.80 / -7.99
LUMO level (alpha / beta) in eV: -2.2 / -1.7

Each line ends with the Mulliken charge.
Cartesian coordinates (Å):
Co (-0.181, -1.366, -0.457)  -0.339
Cl (1.201, 2.191, 3.554)  -0.182
Cl (0.167, -0.170, 5.003)  -0.184
P (1.984, -0.728, 1.050)  1.046
O (-2.098, 1.876, 2.936)  -0.700
O (-0.877, 0.084, 2.171)  -0.597
N (-1.942, -1.313, -1.142)  0.101
C (3.421, -1.585, 1.859)  -1.251
C (-2.364, 1.184, -0.822)  -1.456
C (-0.233, 1.351, 4.196)  -0.029
C (1.434, 1.308, -0.698)  0.978
C (0.149, 0.735, -0.637)  0.422
C (1.655, 2.497, -1.418)  -0.804
C (2.262, -1.898, -0.539)  -1.704
C (-2.638, -2.622, -0.896)  -0.835
C (0.574, 3.230, -1.906)  -0.696
C (-2.754, -0.242, -0.461)  -1.077
C (-0.923, 1.531, -1.020)  1.091
C (2.611, 0.696, 0.012)  -1.173
C (-0.717, 2.779, -1.645)  -0.928
C (-1.189, 1.032, 2.925)  0.420
C (-1.653, -1.078, -2.601)  -0.575
H (-0.736, 2.038, 4.892)  0.351
H (-3.525, -2.444, -0.271)  0.368
H (-0.596, -1.307, -2.800)  0.115
H (-1.597, 3.353, -1.936)  0.436
H (3.097, 1.389, 0.704)  0.643
H (1.799, -2.878, -0.390)  0.340
H (-3.809, -0.415, -0.745)  0.537
H (-2.590, -0.377, 0.630)  0.480
H (-2.259, -1.771, -3.198)  0.312
H (3.098, -2.609, 2.076)  0.392
H (0.727, 4.159, -2.465)  0.368
H (4.305, -1.612, 1.210)  0.359
H (3.651, -1.088, 2.807)  0.447
H (-2.755, 1.803, 0.000)  0.540
H (-1.852, -0.038, -2.874)  0.343
H (1.949, -1.425, -1.475)  0.580
H (-1.959, -3.312, -0.364)  0.256
H (3.375, 0.337, -0.689)  0.437
H (3.352, -2.004, -0.554)  0.552
H (-0.327, -2.759, -1.127)  -0.277
H (-2.931, -3.061, -1.858)  0.293
H (-2.931, 1.468, -1.723)  0.550
H (2.683, 2.856, -1.531)  0.444
H (1.941, 0.206, 2.215)  -0.394

***

No. 5
Formula: C15H24FNO7
Source: the OMol25 dataset
Level of theory: ωB97M-V/def2-TZVPD

Computed properties:
2S+1: 2
Gap between HOMO and LUMO (alpha / beta) in Ha: 0.287 / 0.272
Net charge: -1
HOMO level (alpha / beta) in eV: -4.98 / -4.98
LUMO level (alpha / beta) in eV: 2.8 / 2.4
Energy above the lowest of the compared OMol25 structures with the same formula, charge and spin in kcal/mol: 167.4

Each line ends with the Mulliken charge.
Cartesian coordinates (Å):
F (1.200, 5.283, -4.010)  -0.286
O (3.859, -0.889, 1.096)  -0.573
O (-2.836, -3.261, 0.766)  -0.567
O (0.708, 1.079, -1.495)  -0.536
O (0.045, 4.692, -0.851)  -0.228
O (1.806, -1.018, -1.888)  -0.753
O (0.499, 6.432, -2.221)  -0.309
O (-0.519, 6.815, -0.214)  -0.579
N (-1.820, -2.428, 1.046)  0.579
C (1.048, -0.132, -0.971)  -0.382
C (-0.864, 0.054, 0.922)  -1.601
C (0.542, 4.160, -2.063)  -0.259
C (-0.282, -4.331, 1.701)  -1.361
C (-0.373, -3.633, -0.838)  -1.187
C (-0.466, -2.998, 0.706)  0.897
C (-0.035, 6.046, -1.028)  0.621
C (0.654, -0.467, 0.584)  1.960
C (-3.417, -0.477, 1.317)  -1.180
C (1.660, 0.399, 1.602)  -0.723
C (0.816, -2.033, 1.027)  -1.129
C (-2.038, -1.024, 0.544)  1.170
C (-2.395, -0.919, -1.072)  -1.207
C (3.217, 0.444, 1.093)  -0.558
C (1.253, 5.326, -2.660)  0.418
H (0.499, -4.446, -0.784)  0.352
H (0.843, -4.724, 1.658)  0.281
H (3.380, 0.999, 0.067)  0.242
H (1.089, -2.194, 2.166)  0.238
H (3.991, -1.095, 0.111)  0.361
H (3.817, 1.089, 1.899)  0.310
H (-0.296, 3.814, -2.678)  0.193
H (1.565, 0.022, 2.729)  0.303
H (-0.624, -4.037, 2.783)  0.375
H (-3.690, -1.201, 2.195)  0.306
H (-1.053, 1.124, 0.430)  0.219
H (-0.038, -2.847, -1.637)  0.277
H (-0.919, 0.250, 2.095)  0.362
H (2.292, 5.434, -2.332)  0.280
H (-1.341, -4.238, -1.136)  0.275
H (1.746, -2.465, 0.415)  0.273
H (-1.006, -5.166, 1.276)  0.310
H (-3.201, 0.610, 1.753)  0.281
H (-4.281, -0.401, 0.530)  0.252
H (1.211, 3.316, -1.875)  0.149
H (-2.578, 0.235, -1.292)  0.320
H (-3.407, -1.466, -1.293)  0.362
H (-1.504, -1.240, -1.764)  0.200
H (1.244, 1.507, 1.591)  0.252